Density functional theory data (the ωB97M-V functional and the def2-TZVPD basis) for a molecular structure, C61H48Br2NO3P2SV.

Net charge: -1
HOMO level (alpha / beta) in eV: -2.5 / -2.5
LUMO energy (alpha / beta) in eV: 1.4 / 1.3
Orbital gap (alpha / beta) in Eh: 0.142 / 0.139
Multiplicity: 4
Energy above the lowest of the compared OMol25 structures with the same formula, charge and spin in kcal per mole: 451.2

Structure (XYZ):
```
119
Properties=species:S:1:pos:R:3:lowdin_charge:R:1
V -0.726 0.208 -0.150 0.4929
O 2.285 1.020 -1.426 -0.4817
S 1.883 0.217 -0.236 0.8989
C 3.183 0.050 0.947 -0.3110
C 4.482 -0.114 0.556 -0.1044
C 5.531 0.203 1.480 -0.0527
C 5.140 0.456 2.748 -0.1087
C 6.013 0.749 4.057 -0.1558
C 5.198 1.517 4.919 -0.2073
C 3.782 1.569 4.352 -0.1930
C 2.596 2.300 4.568 -0.0529
C 1.357 2.255 3.689 -0.1481
C 1.188 1.412 2.399 -0.3926
P -0.121 0.176 2.443 1.0517
C 0.286 -0.796 3.862 -0.3387
C 1.048 -1.914 3.646 -0.1224
C 1.324 -3.050 4.495 -0.0553
C 0.615 -2.768 5.646 -0.1968
C -0.168 -1.779 5.958 -0.1175
C -0.431 -0.697 5.064 -0.0049
C -1.575 1.148 2.897 -0.3601
C -2.707 0.337 2.867 -0.1259
C -3.923 0.914 3.172 -0.1315
C -4.082 2.226 3.197 -0.1522
C -3.061 3.072 3.122 -0.0726
C -1.804 2.525 2.924 -0.0513
C 2.615 0.495 2.339 -0.0823
C 3.743 0.716 3.125 -0.1033
C 1.753 -1.426 -0.998 -0.3103
C 2.088 -2.458 -0.137 -0.0481
C 2.543 -3.777 -0.735 0.0371
C 2.671 -3.948 -2.099 -0.2584
C 3.472 -4.786 -2.940 -0.1018
C 2.788 -4.463 -4.305 -0.1327
C 2.373 -3.128 -4.198 -0.2801
C 2.144 -2.269 -5.221 0.0129
C 1.445 -1.012 -4.750 -0.0183
C 1.099 -0.744 -3.387 -0.3472
P -0.292 0.045 -2.770 1.1432
C -1.829 -0.785 -3.557 -0.3265
C -3.124 -0.434 -3.246 -0.1168
C -4.228 -1.040 -3.717 -0.0980
C -4.086 -1.945 -4.732 -0.1123
C -2.827 -2.428 -5.101 -0.0346
C -1.629 -1.829 -4.431 -0.0530
C -0.376 1.741 -3.623 -0.3352
C -1.514 2.429 -3.705 -0.0552
C -1.530 3.869 -4.131 -0.0778
C -0.426 4.495 -4.351 -0.1846
C 0.765 3.819 -4.140 -0.0826
C 0.787 2.363 -3.873 -0.0853
C 1.706 -1.625 -2.426 -0.1099
C 2.245 -2.878 -2.863 -0.1030
H 4.719 0.232 -0.492 0.1286
H 6.494 0.186 1.016 0.0954
H 7.012 0.946 3.607 0.1273
H 6.245 -0.194 4.220 0.0559
H 5.540 2.437 5.395 0.0967
H 5.056 1.026 6.029 0.1426
H 2.538 3.085 5.262 0.0590
H 0.474 2.203 4.267 0.0159
H 1.443 -2.147 2.711 0.0477
H 2.238 -3.728 4.433 0.1348
H 0.940 -3.692 6.331 0.1382
H -0.807 -1.835 6.834 0.1037
H -1.159 0.178 5.191 0.1382
H -2.974 -0.744 2.746 0.1292
H -4.832 0.269 3.449 0.1338
H -5.101 2.559 3.405 0.1189
H -3.340 4.099 3.071 0.1079
H -0.911 3.096 2.734 0.0967
H 1.876 -2.546 0.890 0.0719
H 2.814 -4.701 -0.041 0.1436
H 3.467 -5.986 -2.377 0.1891
H 4.618 -4.647 -3.070 0.1477
H 1.773 -4.917 -4.601 0.1826
H 3.443 -4.545 -4.979 0.0417
H 2.827 -2.254 -6.225 0.1653
H 1.291 -0.229 -5.539 0.1187
H -3.312 0.448 -2.499 0.1298
H -5.183 -0.733 -3.333 0.1062
H -4.989 -2.474 -5.182 0.1196
H -2.782 -3.206 -5.839 0.0791
H -0.753 -1.905 -4.903 0.0265
H -2.366 2.182 -3.331 0.0222
H -2.642 4.210 -4.248 0.1406
H -0.046 5.668 -4.603 0.1671
H 1.667 4.426 -3.847 0.1123
H 1.767 2.117 -3.541 0.0822
C 0.379 3.479 -0.434 -0.0143
C -0.970 3.338 -0.297 -0.4323
C -1.933 4.526 -0.305 -0.0545
C -3.204 4.520 -0.192 -0.1175
C -3.882 3.265 -0.214 -0.1931
C -5.297 3.012 -0.279 -0.5919
Br -6.565 4.473 -0.009 0.6468
C -5.862 1.800 -0.236 -0.2012
C -5.024 0.662 -0.139 -0.6045
Br -5.444 -1.163 0.162 0.7467
C -3.677 0.837 -0.279 -0.4785
O -2.752 -0.149 -0.315 -0.3037
C -3.052 2.094 -0.291 -0.0821
N -1.545 2.155 -0.178 0.0069
H 0.731 4.280 -1.080 0.0411
H 0.897 2.406 -0.499 0.0243
H 1.262 1.983 1.284 0.0951
H -1.434 5.501 -0.192 0.1116
H -3.625 5.640 -0.165 0.1473
H -6.875 1.674 0.025 0.0749
C -0.618 -3.959 1.540 -0.0235
O -0.209 -2.576 1.317 -0.2307
C -0.517 -2.019 0.148 -0.2288
C -1.230 -2.838 -0.857 -0.0704
H -0.285 -4.439 0.500 0.1338
H -1.596 -4.241 1.903 0.0840
H -0.236 -4.220 2.588 0.1026
H -1.995 -3.538 -0.676 0.0740
H -0.615 -3.600 -1.209 0.0533
H -1.568 -2.024 -1.783 0.1259
```



Density functional theory data (the ωB97M-V functional and the def2-TZVPD basis) for a molecular structure, C5H6O.

HOMO level in eV: -9.3
LUMO energy in eV: 1.1
Orbital gap in Eh: 0.383
Energy above the lowest of the compared OMol25 structures with the same formula, charge and spin in kcal per mole: 70.3

Structure (XYZ):
```
12
Properties=species:S:1:pos:R:3:lowdin_charge:R:1
C 0.307 -1.093 0.517 -0.0916
C -0.934 -0.247 0.295 -0.1313
C -0.418 1.180 0.229 -0.2358
C -0.310 0.355 -0.985 -0.0714
O 0.980 1.182 0.533 -0.0391
C 1.034 -0.013 -0.300 -0.2186
H 0.666 -1.280 1.534 0.1130
H 0.227 -2.025 -0.049 0.1170
H -1.936 -0.489 0.642 0.1297
H -1.086 2.024 0.376 0.1506
H -0.524 0.620 -2.015 0.1315
H 1.994 -0.212 -0.777 0.1460
```



Density functional theory data (the ωB97M-V functional and the def2-TZVPD basis) for 2 unconnected molecules or ions with the total composition C4H12ClNSi.

HOMO level (alpha / beta) in eV: -6.1 / -9.8
LUMO energy (alpha / beta) in eV: 0.9 / -0.9
Orbital gap (alpha / beta) in Eh: 0.256 / 0.328
Multiplicity: 3
Energy above the lowest of the compared OMol25 structures with the same formula, charge and spin in kcal per mole: 0.0

Structure (XYZ):
```
19
Properties=species:S:1:pos:R:3:lowdin_charge:R:1
C -1.355 2.512 -0.136 -0.1882
C 0.551 1.109 0.715 -0.1584
C 1.029 -2.976 -0.288 -0.2284
C -0.966 1.217 0.548 -0.6418
N 0.288 -2.352 0.747 0.0084
Si -1.616 -0.282 -0.363 0.2046
Cl -3.374 -1.055 0.029 0.2616
H -2.531 2.613 -0.127 0.0902
H -1.052 3.487 0.561 0.1264
H -1.019 2.502 -1.217 0.0772
H 0.958 0.789 -0.245 0.0650
H 0.771 0.443 1.491 0.0378
H 1.059 2.048 0.981 0.0801
H 0.796 -3.999 -0.398 0.0423
H 0.660 -2.567 -1.256 0.0775
H 2.134 -2.880 -0.313 0.0844
H -1.379 1.164 1.557 0.0920
H -0.496 -2.841 1.132 0.0186
H -1.297 -0.365 -1.917 -0.0492
```



Density functional theory data (the ωB97M-V functional and the def2-TZVPD basis) for C15H18N2O7 in the gas phase.

SMILES: CCOC(=O)NC(=O)COC(=O)CNC(=O)c1cccc(OC)c1
HOMO level in eV: -8.7
LUMO energy in eV: 0.6
Orbital gap in Eh: 0.339
Energy above the lowest of the compared OMol25 structures with the same formula, charge and spin in kcal per mole: 0.0

Structure (XYZ):
```
42
Properties=species:S:1:pos:R:3:lowdin_charge:R:1
C -0.667 3.410 -6.440 -0.0587
C -1.725 2.499 -5.836 -0.2041
O -1.751 2.602 -4.405 0.0154
C -0.839 1.895 -3.739 -0.5369
O -0.031 1.153 -4.221 0.1275
N -0.991 2.138 -2.383 0.2078
C -0.241 1.658 -1.333 -0.3928
O -0.511 1.953 -0.197 0.1222
C 0.934 0.759 -1.685 -0.0721
O 1.604 0.438 -0.484 0.0185
C 2.298 1.446 0.071 -0.4687
O 2.568 2.467 -0.501 0.1324
C 2.655 1.124 1.507 -0.0552
N 1.530 0.533 2.187 0.0828
C 1.596 -0.734 2.673 -0.4378
O 2.634 -1.369 2.682 0.0702
C 0.319 -1.276 3.216 -0.1270
C -0.711 -0.475 3.693 -0.0406
C -1.859 -1.069 4.193 -0.0721
C -1.988 -2.442 4.220 -0.0015
C -0.953 -3.256 3.754 -0.2646
O -1.167 -4.596 3.830 -0.0812
C -0.144 -5.463 3.399 -0.0847
C 0.200 -2.663 3.258 0.0450
H -0.721 3.357 -7.523 0.0798
H 0.323 3.095 -6.121 0.0767
H -0.831 4.438 -6.126 0.0801
H -1.533 1.458 -6.110 0.1234
H -2.728 2.792 -6.151 0.1246
H -1.744 2.769 -2.127 0.1712
H 0.593 -0.176 -2.130 0.1474
H 1.601 1.274 -2.385 0.1399
H 2.983 2.044 2.000 0.1379
H 3.465 0.384 1.540 0.1375
H 0.630 0.956 2.018 0.1261
H -0.619 0.600 3.705 0.1083
H -2.661 -0.452 4.570 0.1055
H -2.878 -2.914 4.605 0.1175
H 0.074 -5.329 2.335 0.0967
H -0.522 -6.470 3.566 0.0925
H 0.774 -5.319 3.978 0.0982
H 1.034 -3.243 2.896 0.1129
```



Density functional theory data (the ωB97M-V functional and the def2-TZVPD basis) for 2 unconnected molecules or ions with the total composition C7H10BrNO5.

SMILES: CC(=O)/C(O)=C(\Br)[N+](=O)[O-].C=C(C)O
HOMO level in eV: -9.3
LUMO energy in eV: -1.1
Orbital gap in Eh: 0.299
Energy above the lowest of the compared OMol25 structures with the same formula, charge and spin in kcal per mole: 6.2

Structure (XYZ):
```
24
Properties=species:S:1:pos:R:3:lowdin_charge:R:1
C 0.273 -2.770 -0.653 -0.0111
C -0.804 -1.797 -0.044 -0.3721
O -1.589 -2.119 0.845 0.0207
C -0.870 -0.487 -0.824 -0.2807
O -0.029 -0.295 -1.837 0.0710
C -1.763 0.479 -0.473 -0.4622
Br -3.057 0.444 0.953 0.9062
N -1.807 1.773 -1.219 -0.3737
O -2.514 2.610 -0.732 0.0371
O -1.108 1.976 -2.223 0.0427
H -0.142 -2.975 -1.686 0.0998
H 0.355 -3.803 -0.063 0.1285
H 1.288 -2.439 -0.752 0.0560
H -0.236 0.470 -2.456 0.1277
C 1.082 -0.302 1.667 0.0480
C 0.962 0.952 1.249 -0.5014
C 1.911 1.608 0.345 -0.0122
O -0.113 1.707 1.546 0.0290
H 1.982 -0.691 1.520 0.0205
H 0.323 -0.537 2.503 0.1279
H 2.291 2.605 0.754 0.1251
H 2.760 0.842 0.233 0.1171
H 1.514 1.659 -0.598 0.0351
H -0.709 1.091 1.947 0.0212
```



Density functional theory data (the ωB97M-V functional and the def2-TZVPD basis) for C5H10O2 in the gas phase.

SMILES: COC1(OC)CC1
HOMO level in eV: -9.6
LUMO energy in eV: 0.9
Orbital gap in Eh: 0.386
Energy above the lowest of the compared OMol25 structures with the same formula, charge and spin in kcal per mole: 88.1

Structure (XYZ):
```
17
Properties=species:S:1:pos:R:3:lowdin_charge:R:1
C 0.234 1.922 0.041 -0.1096
O -0.346 0.984 -0.873 -0.0823
C -0.447 -0.288 -0.316 -0.5527
O 0.660 -1.169 -0.584 -0.0999
C 1.955 -0.884 -0.010 -0.0955
C -1.802 -0.874 -0.641 -0.0543
C -1.387 -0.686 0.821 -0.0300
H 1.096 1.616 0.718 0.0929
H -0.496 2.422 0.747 0.0911
H 0.657 2.804 -0.557 0.1033
H 2.061 -0.936 1.058 0.0740
H 2.734 -1.597 -0.530 0.1216
H 2.408 0.039 -0.358 0.0636
H -1.876 -1.849 -1.101 0.0989
H -2.491 -0.051 -1.079 0.1440
H -0.977 -1.573 1.350 0.1206
H -1.984 0.121 1.313 0.1146
```



What is the energy above the lowest of the compared OMol25 structures with the same formula, charge and spin in the second record? 70.3 kcal per mole